Entry 1:
The following is a DFT calculation (ωB97M-V with the def2-TZVPD basis set) of C22H38InNO2P2Si as an isolated structure at a distorted geometry.

Results
Lowest unoccupied orbital energy ... 0.4 eV
E_tot ... -60643.0083 eV
Frontier orbital gap ... 7.51 eV

The geometry in XYZ format:
```
67
Properties=species:S:1:pos:R:3:forces:R:3
C 1.2265 -4.0855 0.9997 -0.1 0.4 0.1
C 1.1459 -2.7334 0.6296 -0.3 -0.5 0.1
N -0.0184 -2.0716 0.7229 0.1 0.2 -0.1
C -1.1115 -2.6615 1.2185 0.1 -0.7 0.2
C -1.0700 -3.9819 1.6852 0.0 0.3 -0.2
C 0.1110 -4.7069 1.5534 0.0 0.2 -0.1
C 2.3801 -2.0391 0.0918 0.3 0.3 0.0
P 2.3401 -0.2115 0.3325 -0.5 -0.4 -0.4
In -0.1083 0.4572 -0.1849 0.0 1.0 -0.7
P -2.5483 -0.5760 0.0110 0.0 -0.4 -0.5
C -2.4296 -1.9061 1.2826 -0.2 0.2 -0.1
C 0.0569 2.4813 -1.1230 0.1 -1.5 1.1
C 0.6488 3.5017 -0.3970 -0.1 1.4 -0.7
C 0.6455 4.8046 -0.9336 0.1 -0.4 0.2
C 0.0620 5.0495 -2.1817 0.0 -0.2 0.0
C -0.5143 3.9977 -2.9004 0.0 -0.4 0.2
C -0.5182 2.6968 -2.3590 0.1 1.2 -0.4
O 2.7743 -2.4782 -2.5802 -0.3 -0.1 -1.6
O 1.6684 -0.2022 -3.2149 -0.6 0.7 -0.3
H 2.1780 -4.5943 0.8629 -0.2 -0.1 0.1
H -1.9755 -4.3953 2.1233 0.3 -0.1 -0.1
H 0.1584 -5.7445 1.8711 0.0 0.1 0.0
C 3.0031 0.0801 1.9952 0.2 0.0 0.1
C 3.5297 0.5138 -0.8279 0.4 -0.1 0.1
H -3.2702 -2.6000 1.1203 0.3 0.1 0.2
H -2.5569 -1.4367 2.2699 0.1 -0.1 -0.2
H 2.5502 -2.2793 -1.0369 -0.3 0.4 1.8
H 3.2592 -2.3920 0.6561 -0.2 -0.2 -0.3
C -3.9260 0.4823 0.5254 -0.5 -0.2 0.0
C -3.1195 -1.4940 -1.4549 -0.5 0.0 0.1
H 1.1022 3.3218 0.5810 -0.2 0.0 -0.2
H 1.0941 5.6219 -0.3688 -0.1 -0.1 -0.2
H 0.0478 6.0602 -2.5939 0.0 -0.3 0.1
H -0.9716 4.1716 -3.8736 0.1 0.1 0.2
H -0.9761 1.8695 -2.9075 0.1 0.2 0.1
H 0.8187 -0.1234 -2.6340 0.6 -0.1 -0.6
H 1.6442 0.5181 -3.8720 -0.1 -0.5 0.5
H 2.3815 -1.6643 -3.0346 0.2 -0.9 0.4
H 2.3151 -3.2672 -2.9202 0.2 0.6 0.0
H -0.2756 -0.2142 -1.8776 0.0 -0.6 -0.1
H 4.0393 -0.2898 2.0413 -0.3 0.1 0.1
H 2.9813 1.1601 2.2023 0.0 -0.3 0.0
H 2.3815 -0.4390 2.7382 0.2 0.2 -0.2
H 4.5090 0.0318 -0.6925 -0.2 0.2 -0.2
H 3.1653 0.3740 -1.8581 0.2 0.0 0.5
H 3.6082 1.5892 -0.6163 0.0 -0.3 0.0
H -4.1125 -1.9282 -1.2668 0.2 0.0 -0.3
H -3.1655 -0.7850 -2.2919 0.0 -0.3 0.1
H -2.3905 -2.2812 -1.6890 -0.2 0.2 0.0
H -4.8546 -0.0972 0.6387 0.2 0.3 0.1
H -3.6242 0.9613 1.4662 -0.2 -0.1 -0.4
H -4.0660 1.2519 -0.2479 0.0 -0.2 0.2
C -1.3285 2.5639 5.6172 0.3 -0.1 0.1
Si -2.3625 2.4449 4.0714 -0.2 0.0 -0.6
C -3.9513 1.5275 4.4594 -0.1 0.0 0.1
C -2.6942 4.1710 3.4189 -0.1 0.1 0.0
C -1.5629 1.5263 2.6899 0.8 -0.7 -0.9
C -1.0376 0.9875 1.7040 0.2 1.2 2.5
H -1.8792 3.0940 6.4048 0.1 -0.1 -0.1
H -0.3952 3.1063 5.4304 -0.1 -0.1 0.0
H -1.0639 1.5705 5.9954 0.0 0.1 0.0
H -4.4807 2.0030 5.2941 0.0 -0.1 -0.1
H -4.6264 1.4987 3.5962 0.1 0.0 0.1
H -3.7294 0.4899 4.7391 0.0 0.2 0.0
H -1.7502 4.6480 3.1246 -0.2 -0.1 0.1
H -3.3350 4.1376 2.5292 0.1 0.0 0.2
H -3.1799 4.7973 4.1774 0.1 0.0 -0.1
```
Forces are in eV/Å.


Entry 2:
The following is a DFT calculation (ωB97M-V with the def2-TZVPD basis set) of C22H38IrNO2P3S as an isolated structure at a distorted geometry.

Results
Energy relative to the best compared isomer or geometry (same formula, charge and spin) ... 0.0 kcal per mole
Lowest unoccupied orbital energy (spin up / spin down) ... -10.8 / -13.8 eV
Total charge ... +4
E_tot ... -70510.1369 eV
Multiplicity ... 6
Frontier orbital gap (spin up / spin down) ... 5.30 / 3.99 eV

The geometry in XYZ format:
```
68
Properties=species:S:1:pos:R:3:forces:R:3
P 4.1185 -2.0570 -0.0106 3.1 0.9 0.6
C 4.2167 -1.7546 1.7820 -1.0 -0.3 0.5
H 5.0788 -2.2298 2.2708 -0.2 -0.1 -0.3
H 3.2852 -2.1281 2.2414 0.5 -0.1 0.1
H 4.2351 -0.6715 1.9579 0.1 -0.3 -0.2
C 5.4879 -3.1526 -0.5660 -1.0 -1.2 -0.8
H 5.5674 -3.0951 -1.6760 0.0 0.1 0.7
H 5.2133 -4.2107 -0.3370 0.3 0.7 0.0
H 6.4633 -2.9126 -0.1042 -0.6 0.2 0.1
C 4.4685 -0.3961 -0.6684 -1.2 0.2 -0.6
H 5.5140 -0.2110 -0.9202 0.1 -0.4 0.0
H 4.1417 0.3563 0.0505 0.0 -0.1 0.0
H 3.8551 -0.2560 -1.5619 0.3 0.1 -0.1
P -1.5112 3.6786 -0.7890 -1.4 2.0 0.7
C -1.6645 4.1690 0.9516 0.8 -1.1 0.4
H -2.2716 5.0920 0.9722 0.3 -0.3 0.1
H -0.6622 4.2841 1.3867 -0.3 0.4 0.0
H -2.1516 3.3508 1.5078 -0.1 0.5 -0.2
C -0.6968 5.0831 -1.6023 0.9 -1.1 -0.5
H -0.6474 4.8542 -2.6768 -0.2 0.4 0.2
H 0.3498 5.1148 -1.2559 -0.4 0.4 0.0
H -1.2570 6.0046 -1.3888 0.1 -0.2 0.0
C -3.2690 3.7102 -1.2438 0.4 -1.4 -0.6
H -3.6738 4.7043 -0.9995 0.1 -0.3 -0.2
H -3.7601 2.9023 -0.6775 0.0 0.5 -0.1
H -3.3538 3.4421 -2.3049 -0.3 0.4 0.2
P -2.7952 -2.4608 0.0541 1.8 1.2 -0.5
C -3.3332 -2.6685 1.7347 -0.4 -0.3 0.3
H -3.9291 -3.5921 1.7457 0.0 0.1 0.3
H -3.9672 -1.8273 2.0559 0.2 -0.3 -0.2
H -2.4754 -2.7682 2.4163 -0.3 0.0 -0.3
C -4.0975 -2.4387 -1.1631 -0.4 0.0 0.0
H -4.3734 -3.5063 -1.2592 -0.2 0.5 -0.2
H -3.7265 -2.0382 -2.1290 -0.1 -0.3 0.6
H -4.9624 -1.8380 -0.8202 0.4 -0.4 -0.2
C -1.5046 -3.5717 -0.4562 -0.2 -0.9 0.1
H -2.0001 -4.5544 -0.4644 0.7 -0.1 -0.2
H -0.6788 -3.5259 0.2765 -0.5 -0.2 -0.4
H -1.1283 -3.2933 -1.4595 -0.4 -0.2 0.5
Ir -0.0679 -0.2076 -2.1101 1.0 0.0 9.3
C 0.4421 0.7041 -0.4377 -0.2 -0.2 0.9
O 0.7290 1.1832 0.5842 -0.2 -0.7 -1.9
C -1.8316 -0.8969 -0.1732 -1.9 1.2 -0.9
O -1.8085 -0.0146 0.6476 0.0 0.0 1.0
C -1.3021 -0.0123 -3.7754 -2.5 -1.0 -1.4
C -0.6185 -1.2532 -3.8072 -1.8 -0.3 -1.4
C 0.7676 -1.2261 -3.7609 1.9 -2.0 -1.2
C 1.5090 -0.0727 -3.4766 0.9 0.7 -1.2
C 0.7922 1.1525 -3.3782 1.5 1.0 -1.3
C -0.5884 1.1643 -3.5988 -1.1 2.1 -0.9
H -2.3886 -0.0100 -3.7999 0.2 0.1 -0.2
H -1.1794 -2.1944 -3.8076 0.4 0.4 -0.4
H 1.2622 -2.1789 -3.8554 0.3 -0.1 0.2
H 2.5670 -0.0993 -3.2588 0.0 -0.1 -0.4
H 1.2812 2.0632 -3.0614 0.1 0.0 -0.2
H -1.1442 2.0947 -3.4949 0.2 -0.2 -0.1
S 0.5062 -2.2255 2.5646 0.0 -0.3 -0.2
C 0.4283 -0.7953 3.4364 -0.2 1.2 0.4
N -0.5256 0.1515 3.1141 0.2 0.8 1.3
C -0.6897 1.3053 3.8205 0.0 -1.2 -0.8
C 0.1415 1.5860 4.8962 0.3 -0.1 0.3
C 1.1284 0.6531 5.2575 -0.1 0.7 0.3
C 1.2866 -0.5074 4.5200 -0.1 -0.5 -0.5
H -1.1254 -0.0211 2.2980 0.0 0.0 -0.1
H -1.5188 1.9449 3.5027 0.4 -0.2 0.1
H 0.0048 2.5279 5.4329 0.1 -0.4 -0.1
H 1.7747 0.8416 6.1236 -0.3 0.0 -0.4
H 2.0634 -1.2452 4.7279 -0.3 0.3 0.2
```
Forces are in eV/Å.


Q: Which value of E_tot does entry 2 give?
A: -70510.1369 eV


Q: Which of these has the highest E_tot?
A: C22H38InNO2P2Si


Q: The highest E_tot belongs to which entry?
A: C22H38InNO2P2Si


Q: The highest E_tot belongs to which entry?
A: C22H38InNO2P2Si